C21H16CrN9O2S2 | ωB97M-V/def2-TZVPD

Cartesian coordinates (Å):
Cr1 0.749 0.505 -0.867
C1 -3.452 -2.522 1.623
C2 -3.093 -1.514 2.509
C3 -2.252 -0.492 2.099
C4 -1.771 -0.494 0.800
C5 -2.097 -1.504 -0.085
C6 -2.954 -2.515 0.327
N1 -0.914 0.589 0.348
N2 -1.290 1.706 0.756
C7 -0.517 2.790 0.272
C8 -0.882 4.055 0.720
C9 -0.164 5.143 0.260
C10 0.894 4.933 -0.624
C11 1.242 3.655 -1.048
C12 0.533 2.533 -0.615
H1 -4.103 -3.322 1.949
H2 -3.462 -1.526 3.526
H3 -1.955 0.297 2.775
H4 -1.660 -1.526 -1.077
H5 -3.210 -3.314 -0.357
H6 -1.698 4.167 1.423
H7 -0.411 6.143 0.589
H8 1.461 5.786 -0.978
H9 2.090 3.536 -1.713
S1 1.172 -1.848 -0.558
C13 2.234 -1.889 0.834
C14 2.645 -3.120 1.344
C15 3.470 -3.201 2.454
C16 3.865 -4.498 2.956
N3 4.167 -5.538 3.339
C17 3.904 -2.027 3.079
C18 3.506 -0.800 2.573
C19 2.681 -0.715 1.456
S2 2.226 0.877 0.862
C20 4.757 -2.070 4.243
N4 5.425 -2.092 5.178
H10 2.310 -4.031 0.866
H11 3.845 0.107 3.058
N5 -2.698 1.240 -1.921
N6 -2.601 0.504 -3.094
C21 -1.419 0.114 -3.591
N7 -1.446 -0.545 -4.750
N8 -0.319 0.386 -2.856
N9 0.901 0.170 -3.466
O1 1.079 -0.124 -4.627
O2 1.827 0.321 -2.659
H12 -3.144 0.692 -1.194
H13 -3.179 2.113 -2.088
H14 -3.433 0.139 -3.537
H15 -2.288 -0.540 -5.299
H16 -0.570 -0.737 -5.213

Energy above the lowest of the compared OMol25 structures with the same formula, charge and spin (kJ/mol): 0.0
2S+1: 4
Net charge: 0
Lowest unoccupied orbital energy (spin up / spin down) (eV): -1.30 / -1.30
Frontier orbital gap (spin up / spin down) (eV): 5.88 / 6.13
<S²>: 3.813